Formula: C22H16Br2F3N4O2Pd
Source: the OMol25 dataset
Level of theory: ωB97M-V/def2-TZVPD

Calculated values
HOMO level: -18.121 eV
LUMO: -12.661 eV
ΔE to the lowest compared entry with this formula, charge and spin: 449.1 kJ/mol
net charge: +3
frontier orbital gap: 5.46 eV

CARTESIAN COORDINATES (ANGSTROEM)
Pd: -0.359748 0.015857 -1.056137
C: -3.863276 0.150232 0.906520
C: -3.100699 1.329851 0.424602
C: -3.839336 2.604665 0.240011
C: -3.267120 3.750618 -0.231977
C: -1.892579 3.721104 -0.431890
C: -0.947317 4.843172 -0.460839
Br: -1.724629 6.564463 -0.209399
C: 1.443332 4.635837 -0.051138
C: 2.189555 3.519411 -0.187706
Br: 3.850092 3.356530 -0.956246
C: 1.370266 2.326220 0.091002
O: 1.657730 1.173266 -0.154785
C: -1.143843 2.436315 -0.351731
N: -1.853348 1.264076 0.138841
H: -4.089308 0.289406 1.969545
H: -3.293783 -0.767319 0.785151
H: -4.819848 0.067037 0.387593
H: -4.895219 2.594542 0.494475
H: -3.832512 4.670239 -0.324475
H: 1.931428 5.604381 -0.011802
N: 0.392096 5.925626 2.555338
C: -0.260875 4.889822 2.038706
O: -1.202525 4.302041 2.543133
C: 0.128094 4.357274 0.652931
C: 0.026152 4.854179 -1.648870
C: 0.051445 4.019093 -2.708059
C: -0.262844 2.615251 -2.656052
N: -0.720978 1.911497 -1.674624
C: 0.016500 2.811713 0.612491
H: 0.083439 6.292621 3.446319
H: 1.126622 6.419392 2.077304
H: 0.259116 5.885109 -1.906015
H: 0.449919 4.395424 -3.641073
H: -0.085407 2.034669 -3.559453
H: -0.209477 2.423179 1.605534
F: 1.543717 -6.085335 1.244633
C: 0.427598 -5.951105 0.533132
F: -0.605335 -6.354326 1.271985
F: 0.507212 -6.705574 -0.555047
C: 0.233243 -4.483507 0.167500
C: 0.061863 -4.091737 -1.152107
C: -0.118821 -2.750238 -1.413664
N: -0.123712 -1.842372 -0.424730
C: 0.040563 -2.211985 0.853807
C: 0.222292 -3.536564 1.183939
H: 0.067976 -4.809722 -1.960227
H: -0.258827 -2.383687 -2.427555
H: 0.034047 -1.429493 1.600680
H: 0.359069 -3.823845 2.218032

Forces on the atoms, in the same order (eV/Å):
Pd -0.18 -0.40 -0.25
C 0.02 0.02 -0.02
C -0.04 -0.09 0.13
C -0.04 -0.08 0.06
C 0.08 0.09 0.07
C -0.10 0.03 0.24
C 0.92 -0.55 0.52
Br -0.02 0.04 -0.06
C 1.43 -0.06 2.66
C 0.08 -0.12 -0.41
Br -0.03 0.04 0.11
C -0.17 -0.20 -0.10
O -0.34 -0.04 -0.05
C -0.05 0.00 0.13
N 0.02 0.07 -0.31
H -0.02 0.02 -0.01
H 0.01 0.00 0.01
H 0.00 -0.01 -0.01
H 0.00 0.00 -0.01
H 0.01 0.01 0.00
H -0.29 0.17 -0.59
N -0.03 0.00 0.00
C -0.18 -0.13 -0.03
O -0.06 0.09 -0.03
C -0.20 0.25 -1.00
C -2.47 1.14 -1.72
C -0.03 -0.45 0.12
C -0.25 -0.02 -0.43
N 0.54 0.31 0.52
C 0.15 0.01 -0.18
H 0.01 -0.01 0.01
H 0.05 -0.05 0.02
H 0.54 -0.04 0.32
H 0.22 -0.18 0.02
H 0.24 0.05 0.02
H 0.09 -0.06 0.00
F 0.01 0.00 0.01
C 0.00 -0.02 0.01
F -0.01 0.00 0.00
F 0.00 0.00 -0.01
C 0.00 0.00 -0.03
C 0.00 -0.02 0.03
C 0.03 0.14 0.10
N 0.01 0.06 0.12
C 0.03 0.04 0.01
C 0.00 -0.03 -0.01
H 0.00 0.00 0.00
H 0.00 -0.02 -0.02
H 0.01 0.01 -0.01
H 0.00 0.01 0.00

These are the natural (NBO) partial charges, in e, on atoms 1 to 8:
1 Pd 1.14
2 C -0.67
3 C 0.31
4 C 0.09
5 C -0.27
6 C 0.39
7 C -0.24
8 Br 0.23



Formula: C22H16Cl49IO3
Source: the OMol25 dataset
Level of theory: ωB97M-V/def2-TZVPD

Calculated values
HOMO level: -9.642 eV
LUMO: -0.177 eV
frontier orbital gap: 9.47 eV

CARTESIAN COORDINATES (ANGSTROEM)
C: -1.017702 1.258475 0.340171
C: -0.819541 1.338798 -1.274047
O: -1.697413 2.444270 -1.698284
C: 0.660615 1.766047 -1.703270
C: 1.797026 0.662372 -1.438181
C: 1.441089 -0.714235 -0.713402
Cl: 0.572266 -1.868393 -1.834368
O: 2.789033 -1.313950 -0.588046
C: 3.861036 -0.356703 -0.611975
O: 5.083084 -0.556916 -0.530937
C: 3.165498 1.076714 -0.706243
C: 2.752218 1.840036 0.646839
C: 3.783542 1.669619 1.875597
C: 2.859764 1.608328 3.214983
I: 5.052967 3.482641 1.872095
H: -0.291917 1.993545 0.827874
H: -2.087456 1.641304 0.518333
H: -0.910756 0.188775 0.714177
H: -1.226039 0.417323 -1.811154
H: -1.335706 3.222400 -1.205010
H: 0.635311 1.974094 -2.831411
H: 0.865743 2.780118 -1.197785
H: 2.153731 0.430578 -2.509275
H: 1.138022 -0.682529 0.394057
H: 3.628655 1.898519 -1.343636
H: 1.757144 1.378358 1.008457
H: 2.578470 2.961481 0.516220
H: 4.411618 0.722536 1.838843
H: 2.355918 0.576868 3.322600
H: 1.994932 2.354123 3.085004
H: 3.493460 1.813898 4.134032
C: 5.553378 0.698070 6.794200
Cl: 4.196369 1.392669 7.708362
Cl: 5.350963 -1.062978 6.683904
Cl: 5.575893 1.394831 5.160369
Cl: 7.087976 1.067542 7.614892
C: -3.780006 3.227220 -5.023667
Cl: -5.392700 2.641317 -4.553296
Cl: -3.223230 4.431766 -3.842019
Cl: -2.646648 1.859231 -5.055275
Cl: -3.845604 3.972952 -6.637353
C: -1.305226 -2.905206 2.526710
Cl: -2.397757 -4.102570 1.800840
Cl: 0.139118 -2.742609 1.503653
Cl: -2.135472 -1.340064 2.645990
Cl: -0.825903 -3.445181 4.149130
C: -3.821942 -8.095483 3.201076
Cl: -2.664438 -8.519041 4.480038
Cl: -5.458210 -8.009537 3.887851
Cl: -3.386648 -6.518783 2.506089
Cl: -3.776324 -9.332593 1.927159
C: 7.043792 2.049494 11.509763
Cl: 7.868828 0.560380 12.018214
Cl: 8.252518 3.274425 11.067668
Cl: 6.011752 1.704330 10.105719
Cl: 6.045067 2.659228 12.847454
C: -2.639798 -3.787613 -3.822201
Cl: -3.284231 -4.057116 -2.184280
Cl: -0.886005 -3.513700 -3.737441
Cl: -2.971610 -5.209883 -4.833392
Cl: -3.423252 -2.360988 -4.533575
C: -6.835285 6.634683 -6.801815
Cl: -5.562159 6.173725 -5.652555
Cl: -8.225797 7.297799 -5.915902
Cl: -6.205467 7.864231 -7.918492
Cl: -7.346304 5.205990 -7.725757
C: -0.069722 -7.792031 -2.541599
Cl: -1.192610 -6.471464 -2.157586
Cl: 1.385648 -7.125818 -3.311844
Cl: 0.384816 -8.637069 -1.046772
Cl: -0.857628 -8.934267 -3.651747
C: -9.496329 2.582218 -4.042813
Cl: -9.059469 4.030617 -4.967544
Cl: -10.382210 1.454401 -5.090903
Cl: -8.021561 1.796286 -3.440507
Cl: -10.522878 3.044511 -2.668746
C: -5.794326 -10.662134 -1.747447
Cl: -6.951228 -9.382596 -1.323977
Cl: -4.349877 -9.934819 -2.482898
Cl: -5.328208 -11.547618 -0.279793
Cl: -6.546833 -11.783127 -2.901701
C: 7.258417 6.937893 3.671474
Cl: 7.203216 6.433348 1.968295
Cl: 8.722211 6.283307 4.435003
Cl: 7.285341 8.711530 3.762314
Cl: 5.823474 6.323260 4.518443
C: 4.006479 3.918701 -4.201452
Cl: 4.998013 4.126135 -2.746301
Cl: 4.296853 5.268032 -5.319011
Cl: 4.435704 2.388863 -4.994947
Cl: 2.291886 3.886422 -3.742090

Forces on the atoms, in the same order (eV/Å):
C -0.28 0.03 -1.21
C -0.33 1.01 0.82
O 1.33 -0.13 0.67
C -0.55 -0.36 0.01
C 0.39 0.24 -1.07
C 2.54 0.61 -0.39
Cl 0.33 1.30 1.60
O 1.97 1.06 0.01
C 1.08 1.25 0.53
O -4.67 -0.23 -0.28
C -2.04 1.26 -0.38
C 0.34 -1.34 1.08
C -2.02 -0.44 0.50
C 0.15 0.23 -0.59
I -0.34 -1.06 0.19
H -0.92 -1.15 -0.46
H 1.60 -0.81 -0.10
H -0.02 1.57 -0.26
H 0.77 1.23 0.78
H -0.63 -0.75 -0.68
H -0.04 -0.36 1.74
H -0.11 -1.56 -0.54
H -0.65 -0.37 1.65
H -0.58 0.03 -2.17
H 0.22 -1.71 0.61
H 1.51 0.72 -0.49
H 0.20 -1.68 -0.23
H -0.53 1.50 -0.24
H 0.97 1.38 -0.32
H 1.44 -0.86 0.44
H -1.32 -0.16 -1.26
C 0.30 -0.09 -0.10
Cl 0.03 -0.11 -0.30
Cl 0.01 0.30 0.04
Cl 0.36 -0.10 0.42
Cl 0.06 -0.43 -1.52
C 0.06 -0.12 -0.03
Cl 0.57 0.30 -0.28
Cl -0.12 -0.12 -0.21
Cl -0.15 0.19 0.02
Cl 0.48 -0.82 0.05
C 0.04 0.00 0.07
Cl 0.51 1.13 -0.26
Cl -0.31 -0.18 0.30
Cl 0.10 -0.29 0.02
Cl -0.10 0.07 -0.30
C -0.10 -0.13 -0.13
Cl -0.18 0.11 -0.21
Cl 0.26 -0.02 -0.10
Cl -0.29 -1.11 0.58
Cl -0.03 0.20 0.21
C -0.16 -0.03 0.04
Cl -0.12 0.23 -0.09
Cl -0.18 -0.19 0.05
Cl -0.09 0.46 1.77
Cl 0.18 -0.07 -0.16
C -0.01 0.00 -0.12
Cl 0.08 0.14 -0.25
Cl -0.54 -0.24 -0.42
Cl 0.01 0.28 0.13
Cl 0.13 -0.21 0.15
C 0.11 0.03 0.08
Cl -0.78 0.75 0.03
Cl 0.17 -0.09 -0.15
Cl -0.10 -0.19 0.17
Cl 0.11 0.23 0.11
C 0.01 0.06 0.07
Cl 0.28 -0.49 0.13
Cl -0.25 -0.10 0.11
Cl -0.08 0.12 -0.24
Cl 0.10 0.16 0.14
C -0.08 0.05 -0.03
Cl -0.07 -0.27 0.19
Cl 0.15 0.17 0.17
Cl -0.51 -0.03 0.08
Cl 0.17 -0.09 -0.20
C 0.01 0.04 -0.04
Cl 0.20 -0.21 -0.06
Cl -0.21 -0.10 0.15
Cl -0.09 0.09 -0.24
Cl 0.12 0.18 0.19
C -0.01 0.00 0.10
Cl 0.02 0.10 0.23
Cl -0.25 0.10 -0.14
Cl 0.00 -0.29 -0.03
Cl 0.25 0.11 -0.14
C 0.09 0.05 -0.10
Cl -0.13 -0.03 -0.14
Cl -0.06 -0.23 0.20
Cl -0.10 0.22 0.15
Cl 0.28 0.06 -0.11

These are the Löwdin partial charges, in e, on atoms 1 to 8:
1 C -0.05
2 C -0.36
3 O -0.15
4 C -0.13
5 C -0.25
6 C -0.59
7 Cl 0.61
8 O -0.09



Formula: C22H16ClIN2O4PdS
Source: the OMol25 dataset
Level of theory: ωB97M-V/def2-TZVPD

Calculated values
HOMO level: -0.616 eV
LUMO: 3.977 eV
ΔE to the lowest compared entry with this formula, charge and spin: 21.8 kJ/mol
net charge: -2
frontier orbital gap: 4.59 eV

CARTESIAN COORDINATES (ANGSTROEM)
Pd: 0.178191 -0.383204 0.696729
O: 4.347006 1.367067 1.816546
C: 3.234811 0.985258 1.395758
O: 2.776667 -0.167303 1.307303
C: 2.353871 2.113841 0.812405
C: 2.884585 3.399136 0.682985
C: 2.103236 4.406403 0.153815
C: 0.801351 4.114227 -0.229197
C: 0.351560 2.815698 -0.066810
N: 1.105119 1.837926 0.435523
H: 3.902317 3.549275 1.013174
H: 2.499517 5.410017 0.038195
H: 0.141781 4.867682 -0.641248
H: -0.656162 2.527150 -0.342435
Cl: 0.711868 -3.734164 -5.988763
C: -0.067485 -3.044588 -4.565440
C: -1.417321 -2.842452 -4.574333
C: -2.072398 -2.309010 -3.463029
I: -4.136277 -2.057658 -3.559526
C: -1.429564 -1.944000 -2.242758
O: -2.003703 -1.481703 -1.248715
C: 0.049667 -2.150539 -2.292155
N: 0.741794 -1.800419 -1.188282
C: 2.041110 -1.998384 -1.122120
C: 2.764467 -2.563168 -2.189155
C: 2.096531 -2.903219 -3.331274
C: 0.700292 -2.707330 -3.417022
H: -1.988607 -3.102154 -5.456745
H: 2.531191 -1.664800 -0.212707
H: 3.833695 -2.701618 -2.093685
H: 2.619272 -3.321743 -4.181915
C: -2.642007 -2.135021 2.890335
S: -0.976826 -1.726578 2.321511
O: -0.149481 -1.943695 3.563704
C: -1.269557 0.074154 2.222701
C: -0.683959 0.849431 3.244294
C: -1.018478 2.184944 3.361057
C: -1.956036 2.764577 2.501947
C: -2.562883 1.984450 1.523518
C: -2.245557 0.638288 1.377580
H: -2.836151 -1.530753 3.778586
H: -2.629911 -3.196890 3.130587
H: -3.368659 -1.928334 2.104542
H: 0.052709 0.378985 3.881382
H: -0.527909 2.789180 4.116515
H: -2.200466 3.816929 2.590983
H: -3.286582 2.429586 0.848291
H: -2.696632 0.034519 0.597346

Forces on the atoms, in the same order (eV/Å):
Pd -0.33 0.02 0.18
O -0.04 0.02 0.15
C 0.28 -0.02 -0.42
O -0.06 -0.07 0.15
C -0.14 0.19 0.11
C 0.00 -0.10 0.06
C 0.01 0.08 -0.03
C -0.04 -0.02 0.00
C 0.01 -0.11 0.01
N 0.11 0.01 -0.11
H 0.00 0.01 0.00
H 0.00 0.00 0.01
H 0.01 0.01 0.00
H 0.00 0.03 -0.03
Cl -0.03 0.03 0.05
C 0.07 0.04 0.12
C -0.11 0.02 0.02
C 0.23 -0.11 -0.02
I -0.18 0.05 0.04
C 0.19 0.09 -0.31
O -0.13 -0.01 0.13
C -0.19 -0.04 0.18
N 0.04 0.15 0.13
C 0.08 -0.04 -0.18
C -0.12 0.07 0.11
C -0.01 0.00 -0.03
C 0.12 -0.13 -0.24
H 0.01 0.00 0.00
H 0.03 -0.02 -0.02
H 0.01 -0.01 -0.02
H 0.00 -0.01 0.01
C -0.28 0.07 -0.04
S 0.63 -0.08 0.19
O -0.28 -0.01 -0.23
C 0.35 -0.12 0.11
C -0.09 0.11 -0.06
C -0.02 -0.01 -0.02
C 0.02 -0.03 0.02
C -0.02 -0.03 0.01
C -0.03 0.02 -0.11
H -0.04 -0.03 0.02
H -0.03 -0.02 0.02
H 0.02 0.01 -0.01
H -0.01 -0.01 0.01
H -0.01 0.02 -0.01
H -0.01 0.00 0.00
H 0.00 0.01 0.00
H -0.03 -0.01 0.04

These are the natural (NBO) partial charges, in e, on atoms 1 to 8:
1 Pd 0.32
2 O -0.77
3 C 0.73
4 O -0.75
5 C 0.12
6 C -0.24
7 C -0.20
8 C -0.29



Formula: C22H17AsF6MnNO12PS3
Source: the OMol25 dataset
Level of theory: ωB97M-V/def2-TZVPD

Calculated values
HOMO level (spin up / spin down): -6.183 / -6.185 eV
<S²>: 6.046
spin multiplicity: 5
LUMO (spin up / spin down): 0.824 / 2.314 eV
ΔE to the lowest compared entry with this formula, charge and spin: 56.6 kJ/mol
net charge: -1
frontier orbital gap (spin up / spin down): 7.01 / 8.50 eV

CARTESIAN COORDINATES (ANGSTROEM)
Mn: 1.649632 -0.213688 0.712385
F: -0.956098 -1.088427 5.892367
C: 0.167220 -1.053623 5.184559
F: 0.652748 -2.283684 5.084418
F: 1.055788 -0.292005 5.818696
S: -0.156675 -0.332980 3.533340
O: 1.147765 -0.392986 2.888434
O: -0.712019 0.957167 3.784516
N: -1.200509 -1.365025 2.974620
S: -1.116670 -2.072280 1.576674
O: -2.387259 -2.230871 0.957620
O: -0.036643 -1.559928 0.742408
C: -0.594014 -3.779179 2.035476
F: 0.681961 -3.787871 2.392537
F: -1.336476 -4.196433 3.060776
F: -0.772274 -4.603021 1.015025
O: 3.645031 0.510282 -2.650362
As: 4.352262 0.206761 -1.068608
O: 5.724597 1.051347 -0.892642
O: 3.103627 0.684680 0.020821
C: 4.879005 -1.664043 -1.234913
C: 6.189660 -1.825197 -1.652943
C: 6.677056 -3.104872 -1.900430
C: 5.872722 -4.218309 -1.721194
C: 4.561624 -4.070027 -1.286542
C: 4.082764 -2.796011 -1.053765
S: 2.451106 -2.540290 -0.475168
O: 1.774438 -3.792124 -0.364236
O: 1.859063 -1.518200 -1.345802
O: 2.706919 -1.836421 0.845994
H: 2.691491 0.361261 -2.606580
H: 6.809026 -0.945309 -1.768497
H: 7.699505 -3.229578 -2.234091
H: 6.266587 -5.208469 -1.911013
H: 3.911441 -4.919071 -1.125305
O: 1.106654 3.266937 0.404437
C: 0.254305 2.445043 0.619528
O: 0.424853 1.139515 0.672450
C: -1.185880 2.807723 0.911765
P: -2.338981 1.459647 0.383118
C: -3.950891 2.341297 0.399820
C: -5.055408 1.616374 -0.056647
C: -6.318708 2.181255 -0.083107
C: -6.508182 3.483491 0.366641
C: -5.426234 4.206571 0.842342
C: -4.155593 3.639625 0.855924
C: -1.976310 1.491996 -1.422229
C: -1.315043 0.396085 -1.968132
C: -0.944599 0.388413 -3.307709
C: -1.242325 1.475754 -4.115569
C: -1.914938 2.569860 -3.582293
C: -2.278398 2.576124 -2.244714
H: -1.377302 3.756272 0.409903
H: -1.283022 2.933308 1.993890
H: -4.912782 0.594128 -0.392369
H: -7.160215 1.604187 -0.446071
H: -7.495655 3.927411 0.350006
H: -5.566254 5.218711 1.201667
H: -3.325217 4.222044 1.234145
H: -1.073983 -0.454242 -1.339284
H: -0.421016 -0.468671 -3.712699
H: -0.949393 1.474363 -5.158146
H: -2.148830 3.422152 -4.208384
H: -2.805058 3.433054 -1.836877

Forces on the atoms, in the same order (eV/Å):
Mn 0.03 0.20 0.11
F -0.09 -0.01 0.11
C 0.03 0.05 0.03
F 0.05 -0.16 -0.03
F 0.05 0.05 0.08
S -0.19 0.04 -0.40
O 0.31 0.01 -0.05
O 0.00 -0.05 0.06
N 0.05 0.14 -0.13
S 0.02 0.35 0.13
O -0.02 -0.06 0.10
O -0.08 -0.07 -0.10
C 0.07 0.13 -0.10
F 0.08 0.00 0.15
F -0.05 -0.11 0.09
F -0.04 -0.09 -0.10
O 0.00 0.02 0.14
As 0.02 0.68 -0.17
O -0.10 -0.08 0.01
O 0.09 -0.36 0.05
C -0.25 -0.16 0.20
C -0.02 -0.09 0.02
C 0.05 -0.02 -0.02
C 0.04 -0.02 -0.01
C 0.01 0.05 -0.02
C 0.24 0.23 -0.11
S 0.03 0.13 -0.03
O 0.13 -0.09 -0.02
O -0.14 -0.13 0.06
O -0.32 -0.41 -0.01
H -0.04 -0.07 0.01
H 0.02 -0.01 0.00
H 0.00 0.01 0.01
H 0.00 0.00 -0.01
H 0.00 0.00 0.00
O 0.00 -0.06 -0.06
C 0.19 0.19 0.17
O 0.04 -0.38 -0.11
C -0.19 0.13 -0.18
P 0.02 -0.02 0.07
C 0.03 0.01 -0.08
C 0.01 0.00 0.01
C 0.00 0.02 0.01
C 0.01 0.00 0.00
C 0.00 -0.03 -0.01
C -0.03 0.03 0.05
C -0.05 0.02 0.04
C 0.07 -0.08 -0.01
C 0.00 0.02 0.00
C -0.01 0.02 0.03
C 0.02 -0.03 -0.01
C -0.02 0.02 -0.01
H -0.06 0.05 0.08
H 0.02 0.02 -0.01
H -0.01 0.02 0.00
H 0.00 0.00 0.00
H 0.00 0.00 0.01
H 0.01 0.00 0.00
H -0.02 0.00 -0.02
H -0.02 0.03 -0.02
H 0.01 0.00 0.00
H 0.00 0.00 0.00
H 0.00 0.00 -0.01
H 0.02 -0.03 0.00

These are the natural (NBO) partial charges, in e, on atoms 1 to 8:
1 Mn 1.72
2 F -0.31
3 C 0.73
4 F -0.31
5 F -0.31
6 S 2.28
7 O -0.98
8 O -0.90



> Which formula does entry 4 have?

C22H17AsF6MnNO12PS3